[1]
Here is a structure of composition C33H29Br2CsN11O3S2 from the Open Molecules 2025 dataset. Energies are from ωB97M-V/def2-TZVPD.

Kohn-Sham gap ... 6.13 eV
Net charge ... -1
Relative energy (zero: lowest compared OMol25 entry of this formula, charge and spin) ... 208.0 kJ/mol
Spin multiplicity ... 1

Last column: Mulliken charge in e.
Positions of all 81 atoms, in Å:
N  -4.03  -5.30  6.45  -0.60
C  -4.21  -4.08  6.96  -0.29
H  -0.86  1.77  -3.43  0.11
H  3.42  2.52  -2.07  0.31
H  2.96  2.99  -3.71  0.34
C  -2.46  -1.72  -4.27  -2.01
C  1.68  -3.14  -4.24  -0.49
Br  -0.18  8.46  -0.10  -0.30
N  -2.94  -0.04  -2.17  -0.22
C  -0.39  -2.00  4.83  0.17
H  2.08  -2.90  -0.91  0.40
C  -0.19  5.70  -0.93  1.02
H  -5.13  1.06  -1.97  0.19
H  -1.41  -0.12  2.22  0.02
H  -3.48  -1.86  -3.90  0.49
O  1.17  2.60  0.50  -0.73
C  2.99  0.89  -3.44  0.25
C  -1.33  5.11  -2.96  -1.01
O  2.15  0.29  -4.09  -0.59
H  4.74  0.71  -2.38  0.28
H  -3.42  -2.13  7.41  0.38
C  2.29  -3.28  -3.01  -0.86
H  -1.25  7.09  -2.20  0.33
C  -0.91  3.78  -2.77  0.93
H  -1.92  5.37  -3.83  0.43
N  6.26  -0.08  2.01  -0.55
H  -2.19  -2.61  -4.83  0.47
H  4.28  -0.66  -3.30  0.25
H  -2.69  -6.58  5.56  0.35
H  1.46  -3.06  2.22  0.69
H  2.17  -3.45  -5.15  0.38
H  1.72  2.39  -2.61  -0.42
C  -0.87  -0.87  2.79  -0.16
C  0.72  -2.50  2.79  -0.61
C  4.33  -1.79  1.92  0.75
Br  2.35  4.33  2.78  -0.25
C  2.76  2.28  -2.91  -0.14
H  -0.79  -4.99  5.59  0.33
H  -3.47  0.00  -3.04  0.37
N  3.63  -2.00  0.82  -0.16
O  3.88  -1.25  -0.18  -0.56
C  -1.76  -4.70  5.98  -0.20
H  -4.70  2.18  -0.76  0.25
C  -1.52  -1.48  -3.12  0.96
C  0.15  4.33  -0.79  -0.06
C  -3.22  0.92  -1.23  0.12
C  4.08  -2.64  3.03  -0.04
C  5.40  -0.84  1.97  0.18
C  0.25  6.61  0.05  -0.04
N  -1.76  -0.70  -2.15  -0.11
N  -4.40  1.57  -1.50  -0.46
H  -1.85  -0.42  4.65  0.42
H  1.33  6.90  1.85  0.39
C  -1.11  -1.04  4.15  -0.41
H  3.28  -3.70  -2.91  0.47
C  -3.22  -3.11  7.00  -0.23
C  -1.96  -3.43  6.50  0.40
N  4.20  0.34  -3.15  -0.31
H  -2.35  2.64  -3.85  0.35
S  -2.25  1.33  0.03  -0.19
H  -5.20  -3.86  7.34  0.34
C  0.41  -2.57  -4.29  -0.76
C  1.32  4.85  1.27  0.12
C  0.56  -2.74  4.15  -0.42
S  -0.65  -2.23  6.59  -0.17
H  -2.46  -0.87  -4.97  0.36
C  -0.19  -2.17  -3.11  0.64
C  -1.27  2.72  -3.77  -1.42
C  0.92  3.84  0.38  -0.25
H  1.19  -3.46  4.65  0.51
C  0.99  6.19  1.11  -0.32
N  -0.19  3.41  -1.73  0.04
Cs  1.88  0.28  0.03  1.02
C  -2.82  -5.58  5.97  -0.41
N  0.40  -2.31  -1.92  -0.38
C  -0.97  6.06  -2.06  -0.81
C  1.61  -2.84  -1.88  0.21
H  -0.07  -2.41  -5.24  0.28
H  -0.87  2.95  -4.76  0.45
N  0.03  -1.59  2.12  -0.21
N  3.86  -3.33  3.93  -0.59

=====

[2]
Here is a cluster of 3 separate species, C31H58N3O2 in total from the Open Molecules 2025 dataset. Energies are from ωB97M-V/def2-TZVPD.

Kohn-Sham gap (alpha / beta) ... 5.80 / 6.38 eV
Net charge ... +1
Spin multiplicity ... 3
⟨S²⟩ ... 2.01

Last column: Mulliken charge in e.
Positions of all 94 atoms, in Å:
H  -0.98  -2.96  6.42  0.37
C  2.07  5.11  -2.32  -0.47
C  -3.09  1.61  -2.79  -0.89
H  1.45  -2.93  -0.07  0.42
H  -0.95  -0.92  -4.31  0.08
H  3.54  4.93  -0.47  0.29
C  2.64  -2.85  4.82  1.69
H  -0.19  -3.52  0.21  0.48
C  0.40  -2.80  -0.37  -2.16
N  1.48  -2.30  4.05  0.27
H  1.76  -4.57  -1.53  0.45
H  -1.91  -1.52  4.47  0.42
N  -3.34  6.09  0.74  -0.10
C  -0.15  -3.24  5.76  -1.24
C  -0.62  -1.94  -4.54  -0.97
C  -0.26  5.75  -3.50  -0.48
H  -0.65  -0.48  6.07  0.44
H  4.12  -2.52  3.21  0.44
H  -0.92  2.36  -2.35  0.02
H  -2.46  5.47  -4.04  0.28
H  0.08  6.43  -4.42  0.38
H  0.82  -0.98  -2.33  0.23
H  -2.12  7.23  -3.46  0.41
H  -3.70  4.24  2.14  0.36
H  0.15  -5.24  -1.79  0.37
C  -2.93  3.43  -0.04  -0.42
C  -1.51  -2.97  -3.80  1.66
C  0.87  -2.05  -4.19  -0.59
H  2.14  -2.14  -2.46  0.37
C  1.02  -3.71  6.62  -0.49
H  1.26  -2.95  7.37  0.30
C  -1.96  2.83  -2.69  0.17
H  4.33  -2.02  5.98  0.47
C  -1.34  -4.38  -4.41  -1.70
C  0.22  -3.04  -1.91  2.11
C  3.81  -3.33  3.89  -1.85
H  -2.71  0.74  -2.07  0.12
N  -1.23  -3.03  -2.32  0.16
C  -3.00  -2.63  -4.13  -1.49
O  1.19  -3.21  3.02  -0.45
H  -0.73  -2.06  -5.63  0.41
H  2.97  5.77  -2.69  0.28
O  -1.82  -1.89  -1.74  -0.44
C  0.31  -0.74  5.61  -1.70
C  -1.03  -1.81  3.88  -1.83
C  3.31  -1.74  5.68  -1.74
H  0.59  0.09  4.95  0.39
H  3.13  2.48  -1.62  0.29
C  -1.84  6.09  -3.24  -0.91
H  3.08  -4.30  6.41  0.35
H  -4.11  2.01  -2.34  0.34
H  0.12  -1.79  -0.06  0.37
H  -1.66  -4.40  -5.46  0.44
C  -2.88  6.65  -0.61  -0.22
H  1.41  -1.23  -4.66  0.40
C  2.47  4.52  -0.81  -0.47
H  3.54  -4.20  3.29  0.34
H  -0.31  -4.74  -4.44  0.31
H  0.73  -4.61  7.17  0.38
C  1.07  -1.99  -2.68  -1.09
H  3.40  -0.80  5.11  0.37
H  2.80  2.47  0.31  0.34
H  -0.51  -4.10  5.17  0.36
C  0.84  -4.45  -2.12  -1.86
H  1.31  2.46  -0.90  0.06
H  -0.15  4.64  -3.85  0.18
C  -2.41  3.92  -1.55  0.38
H  -3.19  -2.73  -5.20  0.41
H  -3.28  -1.61  -3.86  0.13
H  -1.84  3.27  -3.78  0.15
H  -1.32  -2.69  3.31  0.33
H  -3.63  6.72  1.52  0.29
H  -3.20  1.22  -3.89  0.31
H  1.72  4.88  0.03  0.26
H  1.02  -0.77  6.44  0.29
H  -0.83  -0.99  3.18  0.45
H  1.28  -2.97  -4.60  0.32
H  -2.84  7.80  -0.87  0.37
H  -3.69  -3.32  -3.61  0.45
H  0.30  5.99  -1.19  0.18
C  2.24  -4.02  5.75  -1.20
H  1.14  -4.65  -3.14  0.34
C  2.43  2.85  -0.76  -0.82
C  -2.40  5.58  -1.76  0.12
C  -3.36  4.59  1.07  -0.33
C  0.21  -2.07  4.81  1.73
H  1.06  7.27  -2.34  0.33
H  1.87  4.16  -2.99  0.31
H  -1.94  -5.12  -3.88  0.38
H  4.69  -3.62  4.48  0.43
H  2.02  -4.92  5.16  0.38
H  2.80  -1.53  6.61  0.31
H  -2.96  2.28  0.14  0.37
C  0.75  6.13  -2.26  -0.48

=====

[3]
Here is a cluster of 2 separate species, C28H35F5N3O3 in total from the Open Molecules 2025 dataset. Energies are from ωB97M-V/def2-TZVPD.

Kohn-Sham gap ... 7.20 eV
Net charge ... +1
Relative energy (zero: lowest compared OMol25 entry of this formula, charge and spin) ... 29.4 kJ/mol
Spin multiplicity ... 1

Last column: Mulliken charge in e.
Positions of all 74 atoms, in Å:
C  -5.37  1.03  2.80  0.53
O  2.24  -2.52  3.84  -0.68
H  -3.65  1.89  3.80  0.54
H  -1.22  1.13  3.19  0.52
C  -2.37  4.79  3.69  -0.96
H  -3.89  6.64  4.68  0.32
C  -1.65  -2.79  1.83  -1.38
F  5.18  1.76  4.17  -0.29
C  -7.36  -0.29  2.26  -0.79
H  -5.42  6.71  0.44  0.30
H  -1.98  -3.83  1.90  0.49
H  -0.79  -2.72  1.16  0.35
H  -2.16  5.82  3.35  0.47
H  -8.10  3.04  2.31  0.42
C  -5.98  -0.21  2.50  -0.55
H  -3.74  7.30  0.58  0.25
C  -2.10  3.80  2.54  -0.04
H  -5.22  5.51  5.10  0.27
H  0.86  0.74  1.74  0.37
C  2.76  -0.15  2.18  0.06
C  -1.25  -2.32  3.24  0.13
H  -4.11  3.69  2.49  0.04
H  -9.21  0.82  2.02  0.40
H  -0.47  -4.64  4.78  0.29
H  -1.57  4.32  1.72  0.46
H  -2.68  -3.66  4.11  0.46
C  -4.31  4.13  0.03  -0.68
C  -2.35  -2.63  4.26  -1.68
C  3.32  0.78  3.06  0.14
N  -3.33  3.16  2.08  0.56
H  -2.47  -2.18  1.44  0.29
N  -0.01  -2.96  3.64  0.29
C  5.54  -0.03  2.65  0.65
C  -3.50  3.00  0.65  -1.04
H  -5.75  3.16  3.05  0.57
N  -0.85  -0.91  3.22  0.52
C  -8.14  0.87  2.21  -0.43
C  1.10  -2.16  3.61  0.14
H  -3.21  -1.97  4.13  0.44
H  -4.17  4.11  -1.06  0.49
F  6.87  0.03  2.87  -0.27
C  -3.05  0.07  2.86  0.55
F  2.49  1.64  3.73  -0.34
C  1.28  -0.24  2.00  -0.70
H  -3.72  5.49  6.04  0.28
F  5.86  -1.77  1.05  -0.28
H  -5.37  3.95  0.26  0.31
H  1.07  -0.95  1.18  0.44
O  -3.72  4.63  4.11  -0.27
O  -3.84  5.33  0.60  -0.25
C  -4.37  6.55  0.11  -0.81
H  -1.68  4.54  4.52  0.45
F  3.17  -1.87  0.59  -0.35
C  5.03  -0.94  1.72  0.28
H  0.88  -0.06  4.11  0.56
H  -3.99  2.03  0.47  0.27
H  -7.82  -1.27  2.11  0.40
C  -7.52  2.12  2.41  -0.89
H  1.10  -4.70  3.95  0.37
H  -3.42  -0.83  2.37  0.20
H  -1.43  3.02  2.91  -0.33
H  -4.32  6.65  -0.99  0.30
C  0.61  -0.73  3.28  -0.33
C  4.68  0.85  3.31  0.11
C  0.06  -4.38  3.86  -0.94
C  -6.18  2.20  2.77  0.02
C  -4.14  5.63  5.03  -0.83
H  -0.42  -4.92  3.04  0.33
C  -1.68  0.14  3.11  -0.57
C  -3.96  1.10  3.14  -0.57
H  -1.95  -2.51  5.27  0.41
H  -2.49  2.98  0.21  0.50
C  3.65  -0.97  1.48  0.36
H  -5.37  -1.11  2.52  0.36

=====

[4]
Here is the molecule C4H8N2 from the Open Molecules 2025 dataset. Energies are from ωB97M-V/def2-TZVPD.

Kohn-Sham gap ... 7.90 eV
Relative energy (zero: lowest compared OMol25 entry of this formula, charge and spin) ... 474.9 kJ/mol
Spin multiplicity ... 1

Last column: Mulliken charge in e.
Positions of all 14 atoms, in Å:
C  1.64  -1.17  -0.03  -1.09
C  1.94  1.41  -0.08  -0.43
H  -1.02  -1.30  0.06  0.23
H  0.99  -1.75  -0.82  0.26
H  -0.56  1.57  0.20  0.35
H  -2.64  0.88  -0.79  0.30
H  -2.85  0.43  0.78  0.27
C  -0.23  0.55  0.11  -0.41
N  -2.58  0.06  -0.10  -0.77
N  -1.25  -0.33  0.04  0.06
H  1.19  2.29  -0.03  0.11
H  2.76  -1.20  -0.38  0.29
C  1.11  0.29  0.09  0.56
H  1.50  -1.72  0.94  0.29

=====

Maximum force per entry: 1.97, 5.19, 1.97, 2.46 eV/A